{
  "formula": "C4H5N3",
  "method": "ωB97M-V/def2-TZVPD",
  "species": ["C", "N", "C", "C", "N", "C", "N", "H", "H", "H", "H", "H"],
  "coordinates": [[0.630, -0.322, 1.577], [0.364, -0.661, 0.181], [-0.531, 0.197, -0.553], [0.159, 1.280, -1.306], [0.758, 2.087, -1.879], [-1.390, -0.567, -1.491], [-2.093, -1.134, -2.211], [0.254, 0.671, 1.845], [1.701, -0.321, 1.789], [0.162, -1.052, 2.244], [1.201, -0.856, -0.349], [-1.217, 0.678, 0.153]],
  "smiles": "CNC(C#N)C#N"
}

***

{
  "formula": "C4H5N3",
  "method": "ωB97M-V/def2-TZVPD",
  "species": ["C", "C", "C", "C", "N", "N", "N", "H", "H", "H", "H", "H"],
  "coordinates": [[1.984, -0.861, 0.000], [2.344, 0.494, 0.000], [-2.072, -0.161, 0.000], [-1.070, 0.704, 0.000], [0.666, -0.935, 0.000], [1.234, 1.209, 0.000], [0.261, 0.319, 0.000], [2.598, -1.737, 0.000], [3.311, 0.951, 0.000], [-3.093, 0.171, 0.000], [-1.885, -1.220, 0.000], [-1.186, 1.777, 0.000]],
  "smiles": "C=Cn1nccn1"
}

***

{
  "formula": "C4H5N3",
  "method": "ωB97M-V/def2-TZVPD",
  "species": ["N", "C", "C", "C", "N", "C", "N", "H", "H", "H", "H", "H"],
  "coordinates": [[2.527, -1.053, 1.413], [1.667, -0.780, 0.671], [0.728, -0.421, -0.301], [-0.618, -1.086, -0.421], [-1.636, -0.154, 0.128], [-1.135, 0.988, 0.213], [0.313, 1.041, -0.191], [0.512, 1.250, -1.162], [-0.945, -1.274, -1.456], [-0.655, -2.036, 0.114], [-1.636, 1.885, 0.570], [0.878, 1.640, 0.422]]
}

***

{
  "formula": "C4H5N3",
  "method": "ωB97M-V/def2-TZVPD",
  "species": ["N", "C", "C", "N", "C", "N", "C", "H", "H", "H", "H", "H"],
  "coordinates": [[-2.197, 0.320, -0.154], [-1.167, -0.578, -0.097], [0.254, 1.651, 0.549], [1.370, 1.706, 0.268], [2.696, -0.509, -0.112], [2.104, -1.486, 0.035], [-0.505, -1.573, 0.043], [-2.067, 1.075, -0.816], [-3.027, -0.203, -0.404], [-0.779, 1.708, 0.826], [3.282, 0.372, -0.242], [0.034, -2.483, 0.105]],
  "smiles": "C#CN.C#N.C#N"
}

***

{
  "formula": "C4H5N3",
  "method": "ωB97M-V/def2-TZVPD",
  "species": ["C", "C", "C", "C", "H", "H", "H", "H", "H", "N", "N", "N"],
  "coordinates": [[-0.242, -0.267, -0.239], [0.263, 1.092, -0.059], [1.550, 0.926, -0.122], [0.902, -1.154, 0.013], [-3.276, -0.167, 0.465], [-2.033, 1.096, 0.715], [-0.577, 1.927, -0.073], [2.290, 1.665, -0.138], [0.875, -2.344, -0.047], [-2.338, 0.243, 0.133], [-1.427, -0.648, -0.210], [2.035, -0.417, 0.293]],
  "smiles": "N/N=C1\\C=CN=C1"
}

***

{
  "formula": "C4H5N3",
  "method": "ωB97M-V/def2-TZVPD",
  "species": ["C", "N", "C", "C", "N", "C", "N", "H", "H", "H", "H", "H"],
  "coordinates": [[0.639, -1.187, -1.209], [0.273, 0.629, -0.272], [-0.148, 0.862, 0.899], [-0.188, 2.192, 1.460], [-0.231, 3.259, 1.906], [-1.495, -1.732, 0.912], [-1.276, -1.534, -0.234], [1.646, -0.820, -1.032], [0.188, -0.888, -2.146], [0.525, -2.231, -0.963], [0.603, 1.435, -0.806], [-0.537, 0.017, 1.486]]
}

***

{
  "formula": "C4H5N3",
  "method": "ωB97M-V/def2-TZVPD",
  "species": ["C", "C", "C", "C", "H", "H", "H", "H", "H", "N", "N", "N"],
  "coordinates": [[1.069, 0.310, 0.990], [0.350, 0.764, -0.148], [-0.616, -1.380, -0.809], [-0.215, 2.066, -0.073], [1.550, -0.610, 0.971], [1.287, 1.047, 1.760], [-0.927, 0.414, -1.632], [-1.030, -2.135, -1.573], [-0.195, -1.409, 1.126], [-0.154, -0.132, -1.092], [-0.369, -2.027, 0.255], [-0.749, 3.094, 0.223]],
  "smiles": "[H]/N=C\\NC(=C)C#N"
}

***

{
  "formula": "C4H5N3",
  "method": "ωB97M-V/def2-TZVPD",
  "species": ["C", "C", "C", "C", "H", "H", "H", "H", "H", "N", "N", "N"],
  "coordinates": [[0.238, 0.099, 0.216], [-0.412, -1.078, -0.190], [-1.458, -0.696, -1.085], [-1.477, 0.668, -1.024], [2.801, -0.296, 1.810], [0.005, -2.084, -0.018], [-2.208, -1.310, -1.600], [-2.211, 1.315, -1.547], [-0.174, 2.124, -0.116], [2.016, -0.679, 1.355], [1.364, 0.384, 0.941], [-0.459, 1.193, -0.301]],
  "smiles": "[H]/N=N/c1ccc[nH]1"
}

***

{
  "formula": "C4H5N3",
  "method": "ωB97M-V/def2-TZVPD",
  "species": ["N", "C", "C", "C", "N", "C", "N", "H", "H", "H", "H", "H"],
  "coordinates": [[1.776, -0.865, 1.720], [0.976, -0.020, 1.867], [0.295, 0.098, -1.168], [-0.724, -0.902, -0.738], [-1.439, -0.273, 0.337], [-0.688, 0.682, 0.759], [0.301, 1.028, -0.288], [1.014, 0.048, -1.978], [-1.356, -1.296, -1.539], [-0.099, -1.733, -0.336], [-0.990, 1.456, 1.450], [1.023, 1.732, -0.177]]
}

***

{
  "formula": "C4H5N3O",
  "method": "ωB97M-V/def2-TZVPD",
  "species": ["C", "C", "C", "C", "H", "H", "H", "H", "H", "N", "N", "N", "O"],
  "coordinates": [[2.129, -0.701, 0.165], [0.813, 1.425, -0.080], [-1.809, -0.700, -0.281], [-3.252, 0.029, -0.311], [1.788, -0.826, 1.346], [3.183, -0.586, -0.060], [1.710, -1.707, -0.481], [0.824, 2.561, -0.346], [-1.982, -1.707, -0.146], [-0.444, 1.134, 0.404], [-0.652, -0.292, 0.167], [-4.285, 0.674, 0.072], [1.976, 0.696, -0.450]],
  "smiles": "CO/C=N\\N=C/C#N"
}

***

Energy relative to the best compared isomer or geometry (same formula, charge and spin) / kJ/mol: 198.4 191.1 372.3 447.0 419.8 644.9 319.9 227.8 395.1 709.1
F_max / eV Å⁻¹: 1.27 1.07 1.29 1.32 5.60 1.23 5.82 4.38 1.30 10.69